[1]
35
Properties=species:S:1:pos:R:3:forces:R:3 method="wB97M-V/def2-TZVPD" mol_weight_g_mol=197.2 e_lumo_ev=0.4291 total_energy_ev=-20342.491 smiles=CC(C)NCO.O.O.O.O.O.O relative_energy_ev=2.250 e_homo_ha=-0.357
C 2.0347 2.4155 1.3234 0.26 0.38 -0.48
C 1.6970 0.9539 1.6973 -1.18 1.64 -2.02
C 2.7152 -0.0638 1.2295 2.20 0.50 1.34
N 0.3938 0.5490 1.0610 0.49 0.36 0.38
C 0.1580 0.6943 -0.3320 -0.57 0.57 -0.99
O 0.0101 2.0398 -0.8434 -0.36 0.58 0.65
H 2.6541 2.9528 2.0453 -0.23 -0.25 0.34
H 2.5753 2.5710 0.3830 0.00 -0.63 -0.07
H 1.1004 2.9334 1.1375 -0.08 0.33 0.44
H 1.3845 1.0103 2.7351 0.82 -0.71 0.42
H 3.7059 0.2484 0.8978 -0.19 1.02 -0.04
H 3.0025 -0.6784 2.0906 -0.37 -0.48 -0.41
H 2.3597 -0.6736 0.4048 1.10 1.19 -0.27
H -0.3771 0.9065 1.6068 -0.06 0.12 -0.04
H 0.8672 0.2159 -1.0024 0.10 -0.36 0.66
H -0.8353 0.2717 -0.5103 0.13 -0.39 -0.11
H 0.6071 2.2457 -1.5660 0.16 -0.35 0.06
H 1.2292 -1.4888 -3.2693 0.23 0.24 0.17
H -0.1543 -1.2995 -2.7114 0.29 0.62 0.36
O 0.7760 -0.9878 -2.5775 -0.12 -0.97 -0.80
H -4.1858 2.2117 -0.5971 -0.18 -0.09 -0.11
H -2.7157 1.9775 -0.4337 0.48 0.03 -0.10
O -3.4813 1.6264 -0.8923 -0.20 -0.04 0.12
H -3.7537 -1.1358 -0.3734 0.22 0.32 0.45
H -2.8658 -2.1729 0.4425 0.50 0.44 0.50
O -3.5613 -2.0591 -0.2089 -0.65 -0.60 -1.18
H 1.4660 -1.2248 1.0016 -1.27 -1.09 0.03
H 1.5008 -2.4835 0.0540 -0.10 0.21 -0.22
O 1.3856 -2.1826 0.9573 -1.11 -2.32 0.63
H -1.0497 -1.0926 1.1545 -0.13 -0.03 0.18
H -0.5713 -2.3882 1.6273 -0.13 -0.20 0.00
O -1.4079 -1.8968 1.5629 0.33 0.13 -0.11
H -2.4639 -0.7322 -3.1109 0.12 0.41 -0.31
H -2.3564 -1.8535 -2.1459 0.14 -0.33 0.33
O -1.8434 -1.4100 -2.8375 -0.63 -0.27 0.19


[2]
36
Properties=species:S:1:pos:R:3:forces:R:3 method="wB97M-V/def2-TZVPD" mol_weight_g_mol=213.2 e_lumo_ev=0.3465 total_energy_ev=-22388.897 smiles=C[C@H](CO)NCO.O.O.O.O.O.O relative_energy_ev=2.946 e_homo_ha=-0.315
C 1.0292 2.3988 -0.1802 1.33 0.41 -1.64
C 1.1097 1.0398 0.5079 2.51 -2.11 0.58
C 2.3532 1.0202 1.5752 -0.31 -1.02 -2.69
O 1.8810 1.3212 2.7982 -0.36 0.16 3.08
N 1.4672 -0.1577 -0.3578 -2.18 -0.05 1.41
C 0.4308 -0.9903 -0.9339 0.18 1.41 0.72
O -0.3028 -0.2569 -1.9131 -0.37 0.37 -0.93
H 0.1163 2.9454 -0.1238 -1.48 -0.50 -0.47
H 1.6491 3.2774 0.1523 0.51 -1.42 0.19
H 1.3440 2.1464 -1.2441 -0.70 0.97 1.02
H 0.1836 0.7014 0.9900 0.41 0.61 0.24
H 3.1324 1.7824 1.2539 -0.50 -1.05 0.01
H 2.7879 -0.0691 1.6352 -0.62 2.21 -0.27
H 1.3370 2.1047 2.8006 -0.14 0.36 -0.17
H 2.2386 0.0026 -0.9365 0.99 0.14 -1.15
H 0.8567 -1.9096 -1.3398 -0.06 0.20 0.04
H -0.3315 -1.1991 -0.1793 0.53 -0.34 0.27
H -0.5378 -0.8171 -2.6592 -0.02 -0.12 0.14
H -1.7157 1.6499 -1.5933 -0.22 0.06 0.10
H -2.9152 1.0097 -0.9360 -0.35 -0.22 -0.03
O -2.5711 1.8695 -1.1921 0.61 0.48 -0.36
H 1.0298 -1.5035 1.8409 -1.02 -0.92 -0.12
H 0.0051 -2.7316 1.6405 0.10 -1.18 -1.32
O 0.2406 -2.0017 2.1711 1.11 1.61 1.46
H -2.8394 -3.4144 -1.0196 -1.10 -0.16 -0.53
H -2.5379 -2.1944 -0.1910 -4.41 8.89 3.23
O -2.2492 -2.9175 -0.4919 5.57 -9.09 -2.82
H -2.2959 -0.1852 0.3437 -1.93 -0.40 0.53
H -3.8472 -0.3601 0.6572 -2.41 0.74 3.24
O -3.2113 -0.4722 0.0348 3.94 -0.45 -3.56
H -1.0940 -0.9575 2.3567 0.17 0.46 -0.07
H -1.9503 0.3167 2.6697 -1.42 1.28 2.19
O -1.4843 -0.1221 2.0186 1.21 -1.23 -1.87
H 2.8859 -0.7819 -3.5760 0.77 -0.44 -0.21
H 1.6741 0.0754 -3.5599 0.20 -0.82 1.09
O 2.1319 -0.6193 -3.0189 -0.56 1.18 -1.33